This record from the OMol25 dataset describes a structure of composition C58H126AsF6N6O4. The level of theory is the ωB97M-V functional and the def2-TZVPD basis.

Total charge: +3
Energy above the lowest of the compared OMol25 structures with the same formula, charge and spin: 66.0 kJ/mol
Energy: -5749.24002 Ha
Spin multiplicity: 1
Orbital gap: 8.27 eV
LUMO: -4.722 eV
Maximum force: 3.63 eV/Å

The geometry in XYZ format:
```
201
Properties=species:S:1:pos:R:3:forces:R:3
C 6.990 -3.429 0.008 -0.9904 0.4088 0.1498
C 5.564 -3.310 0.719 0.6808 -0.6036 -1.0771
C 5.402 -4.537 1.622 -0.6655 -0.8055 -0.4061
N 3.977 -4.884 2.139 0.6694 0.9907 -0.2360
C 3.959 -6.245 2.780 0.2447 -1.1108 -0.5624
C 4.684 -6.430 4.128 0.6190 -0.0719 -1.0989
C 4.480 -5.266 5.062 -0.2593 1.8411 -0.8229
C 4.416 -3.857 4.326 0.5709 -1.2071 0.0086
C 3.509 -3.930 3.144 -0.8933 1.0420 0.2394
C 3.028 -4.835 0.984 0.8734 -1.0152 0.0153
H 7.748 -3.479 0.794 0.1122 0.4475 -0.1597
H 7.129 -2.556 -0.677 0.0576 -0.7074 0.8076
H 7.152 -4.342 -0.575 -0.5061 0.0981 0.0069
H 4.749 -3.219 -0.029 0.6997 -0.1186 0.3559
H 5.577 -2.373 1.263 -0.1739 0.0713 0.3273
H 6.093 -4.500 2.458 -0.1749 -0.0990 0.1190
H 5.574 -5.475 1.088 0.6033 0.3018 -0.3275
H 4.349 -6.975 2.058 0.2310 0.3836 -0.0041
H 2.933 -6.580 2.869 -0.5319 0.5696 0.1587
H 5.749 -6.659 3.912 -0.5496 0.1851 0.3442
H 4.208 -7.323 4.541 0.4311 -0.0337 0.0487
H 5.258 -5.114 5.784 0.2887 -0.6396 0.6398
H 3.514 -5.420 5.550 0.1764 0.2809 0.2166
H 5.412 -3.401 4.019 -1.1888 -0.6250 0.7792
H 3.877 -3.215 4.986 0.1959 0.8367 0.7024
H 3.394 -2.928 2.700 -0.0073 -0.4279 -0.1836
H 2.502 -4.290 3.436 0.3989 0.2970 -0.0226
H 3.442 -5.573 0.313 -0.2327 -0.2065 -0.5975
H 2.969 -3.876 0.478 -0.0012 0.1284 0.4950
H 2.090 -5.183 1.362 -0.6804 0.0314 0.0159
C 0.681 3.157 5.246 -1.3657 -2.3944 0.1037
C 1.585 3.245 4.038 -0.7647 1.1386 -0.9021
C 2.750 4.128 4.429 -0.3709 0.1603 -1.5726
N 3.767 4.478 3.356 0.1356 -1.2739 -0.8295
C 3.076 4.890 2.010 2.3179 -0.4274 0.7335
C 4.139 5.455 1.061 -1.0124 0.7584 0.1419
C 4.825 6.690 1.578 -1.0956 0.3029 1.0560
C 5.484 6.299 2.911 0.6655 1.2958 -0.1340
C 4.613 5.601 3.942 -1.0898 0.3086 0.0287
C 4.621 3.223 3.060 -1.1158 0.3851 0.9112
H 0.327 4.085 5.645 0.2301 0.8381 0.1468
H 1.109 2.551 6.075 -0.2077 0.4160 -0.4802
H -0.276 2.644 4.922 1.0482 0.3053 0.4497
H 0.979 3.768 3.269 0.4303 -0.1007 0.2135
H 1.810 2.303 3.561 0.3615 -0.4290 0.3694
H 3.301 3.679 5.227 0.3588 0.0653 0.7408
H 2.283 5.074 4.678 0.2790 0.1961 0.5464
H 2.330 5.587 2.320 -0.7102 0.5318 -0.2309
H 2.718 3.980 1.553 -0.6454 -0.2183 0.2595
H 3.663 5.650 0.100 0.0026 -0.2331 -0.0768
H 4.960 4.774 0.929 -0.0435 -0.8935 -0.4122
H 4.141 7.570 1.746 0.5291 -0.8375 -0.3999
H 5.576 6.928 0.839 0.2891 0.5554 0.0983
H 5.775 7.252 3.370 0.2617 -0.3249 0.2112
H 6.412 5.795 2.654 0.0664 -0.4329 0.3768
H 3.818 6.340 4.295 1.2469 -0.8476 -0.1662
H 5.176 5.163 4.820 -0.6221 0.6366 -0.9902
H 4.867 2.820 4.058 -0.0006 -0.0880 -0.6286
H 5.519 3.525 2.555 0.2681 0.0313 -0.2368
H 4.016 2.518 2.448 0.5064 0.4280 0.5122
C 1.808 0.339 -4.201 -2.0025 0.3433 -1.7300
C 2.914 1.393 -4.380 0.4057 -0.3098 0.0146
C 2.527 2.504 -5.434 -0.5795 0.0854 1.5830
N 3.655 3.291 -6.133 -0.6749 -0.1536 -0.6581
C 4.645 3.827 -5.113 0.3831 0.5699 0.0884
C 5.936 4.445 -5.738 -0.2366 -1.4320 -0.4799
C 6.553 3.542 -6.879 -0.8219 0.9311 0.6903
C 5.440 3.129 -7.915 0.6017 -1.8310 2.4448
C 4.282 2.367 -7.183 0.4602 1.6369 0.8481
C 2.958 4.421 -6.845 -0.7658 0.4498 1.1355
H 1.768 -0.050 -3.198 0.4180 -0.5118 0.2105
H 1.647 -0.446 -5.007 1.0968 0.5956 0.9789
H 0.819 0.826 -4.307 0.2902 0.3427 0.3150
H 3.840 0.822 -4.615 -0.2973 0.6355 -0.0281
H 3.031 1.807 -3.358 0.1914 0.2336 -0.7491
H 1.956 3.314 -4.871 0.5568 -1.2244 -0.7610
H 1.896 2.012 -6.200 0.4868 0.5515 0.0419
H 4.873 3.004 -4.457 0.1826 -0.4445 0.1312
H 4.092 4.571 -4.503 0.2361 -0.4774 -0.4817
H 6.689 4.682 -4.938 -0.9063 -0.1270 -0.7740
H 5.589 5.316 -6.248 0.1889 1.1412 -0.0257
H 6.948 2.632 -6.391 0.0537 0.2968 -0.5145
H 7.372 4.120 -7.385 -0.7133 -0.7637 0.4621
H 5.944 2.361 -8.462 0.0309 -0.2878 -1.1073
H 5.078 3.911 -8.538 -0.1564 0.6115 -0.4830
H 4.619 1.536 -6.553 0.2110 -0.1017 -0.6855
H 3.429 2.089 -7.814 0.5219 -0.1255 -0.0287
H 2.425 5.011 -6.092 0.0233 -0.3435 0.0537
H 2.238 4.040 -7.548 -0.1537 -0.4332 -0.2307
H 3.569 5.139 -7.347 1.0316 -0.0818 -0.3257
C -1.614 -1.068 4.899 -1.0010 -0.2069 -0.1396
C -3.019 -0.469 4.655 -0.5524 0.5069 -0.9564
C -3.898 -1.506 3.995 -1.1239 -1.6807 -0.1238
N -5.350 -1.081 3.651 0.6598 1.9345 0.4449
C -6.095 -1.978 2.742 0.9755 -2.5047 2.0763
C -6.678 -3.234 3.404 1.0480 0.4984 0.6888
C -7.542 -2.957 4.612 -0.4921 1.0373 0.6732
C -6.696 -2.117 5.606 0.3265 0.9609 -0.4823
C -6.172 -0.816 4.934 0.5155 -0.5629 -0.5450
C -5.241 0.222 2.919 0.4680 1.1093 -0.7028
H -0.875 -0.332 5.142 0.2164 0.5613 0.3771
H -1.243 -1.556 4.001 -0.0989 -0.2029 -0.0829
H -1.693 -1.796 5.718 0.2309 0.1234 -0.2669
H -3.065 0.427 3.957 0.7085 -0.9387 1.1778
H -3.531 -0.247 5.589 0.5036 0.6068 0.2615
H -4.104 -2.378 4.608 0.4053 -0.0723 0.6345
H -3.411 -1.959 3.137 -0.3659 0.4078 -0.7101
H -5.471 -2.255 1.941 0.9600 -0.0616 -1.1199
H -6.893 -1.436 2.434 -2.3793 1.8536 -1.2596
H -5.872 -3.889 3.753 0.0251 -0.1196 -0.3595
H -7.241 -3.725 2.646 -0.3563 -0.6425 -0.6771
H -7.740 -3.911 5.122 -0.5193 0.3637 -0.3114
H -8.502 -2.402 4.320 1.2006 -0.8993 0.5446
H -5.813 -2.732 5.927 -0.8933 0.5609 0.1133
H -7.273 -1.708 6.466 0.3880 -0.8347 -0.3117
H -5.465 -0.260 5.563 -0.5939 -0.1076 0.0424
H -6.991 -0.147 4.612 0.3209 -0.4102 0.2629
H -4.890 1.040 3.558 0.1522 -0.5333 0.1880
H -6.211 0.599 2.594 -0.2134 -0.5965 -0.0911
H -4.560 0.083 2.031 -0.7653 0.0293 0.9093
C -1.551 2.999 0.865 1.0809 1.1335 -1.8186
C -1.812 2.699 -0.651 0.4452 -1.0986 0.8072
C -3.198 3.054 -1.098 -1.4212 0.8642 -0.1320
N -3.266 3.655 -2.513 1.2692 -0.1849 0.4866
C -2.748 2.661 -3.492 1.7950 -1.1701 -0.3326
C -3.608 1.380 -3.570 -0.1291 0.2245 1.5554
C -5.095 1.665 -3.858 -0.0199 0.7083 0.8347
C -5.575 2.798 -2.850 0.1595 -1.3203 0.2358
C -4.613 3.973 -2.874 -2.9418 1.4404 -1.5593
C -2.462 4.956 -2.577 0.3400 -1.4724 -1.5440
H -2.373 2.694 1.436 -1.2221 -0.5725 1.0443
H -1.442 4.103 0.969 -0.0702 -0.6387 0.1037
H -0.631 2.529 1.241 -0.3154 0.0397 -0.3145
H -1.650 1.628 -0.861 0.0729 0.3568 0.2058
H -1.097 3.228 -1.253 0.6155 0.2898 -0.2161
H -3.614 3.896 -0.521 0.0499 -0.4129 0.1936
H -3.948 2.226 -1.091 1.1032 0.6669 0.3424
H -1.719 2.398 -3.139 -0.7740 0.1544 -0.2128
H -2.535 3.095 -4.494 -0.7230 0.2131 0.6676
H -3.594 0.891 -2.555 0.1863 0.3270 -0.8203
H -3.055 0.688 -4.201 -0.4128 -0.0236 -0.4569
H -5.726 0.771 -3.802 0.2606 0.1397 0.3244
H -5.261 2.041 -4.858 0.1643 0.2622 -0.4113
H -5.535 2.494 -1.787 -0.5313 -0.5656 -0.6669
H -6.637 3.042 -3.039 0.7473 0.3596 -0.0878
H -5.009 4.815 -2.269 0.4304 -0.5267 -0.0480
H -4.562 4.366 -3.909 -0.0095 -0.0972 0.4179
H -1.421 4.612 -2.837 -0.7728 0.7684 0.7377
H -2.627 5.501 -1.664 0.3300 0.0634 0.3840
H -2.897 5.532 -3.412 0.3614 -0.2396 0.3216
C -5.275 -6.894 2.157 1.0738 0.5531 0.3970
C -5.158 -6.357 0.683 -1.2458 -0.3429 0.9857
C -3.766 -5.946 0.233 -0.7868 0.2667 0.2293
N -3.778 -5.572 -1.263 2.1910 -0.3180 1.3644
C -4.690 -4.384 -1.431 -0.7719 -0.8472 0.0504
C -4.595 -3.917 -2.872 0.4289 -0.2958 -0.2670
C -3.118 -3.481 -3.221 -1.0182 -2.0191 0.6877
C -2.095 -4.627 -2.931 -1.2390 0.5654 -0.3471
C -2.338 -5.220 -1.548 1.0792 1.8143 -0.1961
C -4.033 -6.730 -2.134 -1.1030 0.0155 0.4359
H -5.111 -6.091 2.951 -0.1458 -0.9212 -1.1363
H -4.488 -7.680 2.317 -0.7758 0.6119 -0.0277
H -6.265 -7.347 2.345 0.5390 0.2691 -0.2483
H -5.873 -5.507 0.559 0.5564 -0.7592 0.2255
H -5.534 -7.205 0.085 0.1477 0.4538 -0.0914
H -3.074 -6.771 0.336 0.2309 -0.2149 -0.0296
H -3.398 -5.067 0.811 -0.2198 -0.4381 -0.6843
H -4.336 -3.670 -0.671 -0.2021 -0.0024 -0.2598
H -5.718 -4.785 -1.134 1.3540 0.8611 -0.7875
H -5.318 -3.100 -2.987 0.2430 -0.1553 -0.2558
H -4.926 -4.795 -3.484 0.2000 1.0632 0.0368
H -2.863 -2.623 -2.653 0.2379 0.7735 0.9005
H -2.994 -3.182 -4.225 -0.2341 0.1953 -1.3234
H -1.116 -4.136 -3.022 -0.0320 -0.7048 0.2919
H -2.177 -5.460 -3.648 0.2273 0.6803 -0.2174
H -2.032 -4.457 -0.831 -0.2677 -0.1489 0.3436
H -1.675 -6.073 -1.450 -0.4204 -0.4470 0.4136
H -3.717 -6.514 -3.126 -0.3452 0.2319 -0.7460
H -5.066 -7.007 -2.036 -0.4942 -0.0663 -0.4417
H -3.454 -7.568 -1.838 0.6617 -0.6448 0.7069
As 2.763 0.043 0.531 0.3350 0.3274 -3.2514
F 1.393 0.274 -0.498 0.0473 0.0554 -0.0564
F 2.145 1.185 1.620 -0.7960 0.9257 1.2339
F 4.080 -0.224 1.533 1.5621 -0.5126 1.3025
F 3.475 -1.028 -0.697 -0.5452 0.1928 0.8307
F 3.668 1.406 -0.206 -0.6740 -0.8068 0.2111
F 1.913 -1.245 1.343 0.0611 -0.2775 -0.1077
C -1.726 -1.352 -0.223 0.5575 -1.3775 -0.4025
C -2.981 -1.682 0.536 -1.5262 -1.1891 -0.3007
O -3.286 -2.894 0.896 1.0880 1.6680 -0.3144
O -3.762 -0.715 0.650 -0.1257 0.1214 0.2386
H -0.953 -0.994 0.444 0.1823 0.3519 0.0578
H -1.945 -0.635 -1.020 0.1243 0.0045 0.3200
H -1.329 -2.275 -0.676 0.0591 0.2916 0.0415
C 0.418 6.193 -2.701 -0.4280 0.4402 1.7985
C 1.103 4.877 -3.189 -1.8364 1.1340 -0.0345
O 2.072 5.039 -3.926 1.4115 -0.0375 -0.4726
O 0.495 3.803 -2.934 0.0636 0.0852 0.1951
H -0.382 6.542 -3.354 -0.0143 -0.3818 -0.3924
H 0.994 7.120 -2.532 0.5055 -0.7931 -0.3620
H -0.076 6.009 -1.718 0.2483 0.0091 -0.5468
```
Forces are in eV/Å.